[1]
DFT (ωB97M-V with the def2-TZVPD basis set) results for a 2-piece molecular cluster, C24H39N3O3PS3 overall.

Last column: Löwdin charge in e.
Atoms and positions in Å:
H  0.92807  -6.21094  -1.95780  0.117
H  1.54323  8.82361  1.09300  0.107
H  -2.95970  -3.49828  -1.25410  0.060
N  -3.30363  -1.99823  2.53543  0.048
C  -0.39166  7.96114  1.45902  -0.085
H  1.04334  4.75059  -0.15377  0.074
C  0.64153  5.65040  0.30168  -0.104
H  0.75896  -3.03777  -0.46972  0.106
H  -4.29535  -1.85068  5.30662  -0.095
H  0.44360  1.39615  -2.57552  0.057
C  -1.79259  0.39325  1.35812  -0.025
O  2.41198  2.43691  -0.64336  -0.263
H  3.00245  0.97324  -2.16924  0.123
H  4.73964  -1.46205  1.62106  0.093
C  1.16916  2.25872  -2.78466  -0.083
N  -3.12767  -1.91266  1.21718  0.070
N  -0.12537  -4.36418  -1.98346  -0.244
H  3.31503  2.75738  -2.51077  0.134
O  3.15298  0.70339  1.31822  -0.250
C  0.40170  1.85542  1.43145  -0.165
C  -2.35485  -0.80930  -0.96273  -0.123
C  -1.00482  1.58066  0.65183  -0.154
S  -3.12806  -1.11303  5.13512  0.747
H  2.46040  6.77015  0.05767  0.106
S  0.63568  -2.12910  -3.46292  0.674
H  0.96758  -5.33927  -3.57375  0.124
O  1.40715  -0.08277  -0.44776  -0.344
H  -1.41073  -1.39753  -1.21251  0.091
H  3.76495  -2.37341  2.87816  0.081
H  -1.58808  1.10341  3.63759  0.132
H  1.35162  2.41288  -3.91181  0.093
C  0.29651  -5.06617  0.48985  -0.083
S  -2.22624  -3.02260  -3.54188  0.827
H  1.43057  -5.02913  0.70994  0.078
H  -0.20258  -4.89369  1.51399  0.080
H  -2.17154  0.25858  -1.35976  0.125
C  -2.45253  -0.80979  0.65504  -0.038
C  0.00214  -3.90336  -0.57271  -0.254
H  -1.01755  -3.43540  -0.28325  0.083
C  2.78115  -0.40284  2.18303  -0.305
C  3.67032  -1.72899  1.93841  -0.074
C  1.04340  -5.17264  -2.45071  -0.234
H  1.65628  -0.64531  2.14068  0.100
H  -3.97381  -0.71093  -2.60744  0.126
H  -3.50521  -2.68263  0.62869  0.170
C  -0.66909  5.66931  0.76973  -0.108
C  -3.39360  -2.87786  -2.10938  -0.494
H  0.05172  -6.11778  0.13017  0.083
H  -1.28921  4.78215  0.68370  0.074
H  3.15528  -4.66796  -2.94800  0.084
C  -1.98965  0.31676  2.92170  0.074
C  -2.79033  -0.95245  3.30063  -0.518
C  2.57562  2.01801  -2.03069  -0.263
H  0.54850  2.99184  1.43373  0.087
H  -4.62643  -1.29289  -1.00392  0.119
H  0.44352  1.37845  2.46232  0.086
P  1.81839  1.18021  0.33553  0.727
H  3.01950  -0.07334  3.26491  0.127
H  -1.64570  2.53917  0.61171  0.127
H  -0.70557  1.36478  -0.43057  0.082
C  1.43774  6.78547  0.41890  -0.082
H  -2.20877  6.84002  1.70949  0.102
C  -0.47690  -3.27785  -2.90657  -0.971
H  -0.79551  8.86321  1.90536  0.106
H  -4.42428  -3.29943  -2.41711  0.094
C  -3.68969  -1.33418  -1.68119  -0.222
C  0.92163  7.93952  0.99936  -0.082
H  2.50453  -3.53435  -1.67079  0.046
H  0.76710  3.25904  -2.36870  0.083
C  -1.18645  6.82469  1.34691  -0.092
H  3.15624  -2.39676  1.15037  0.069
H  3.01739  -5.30822  -1.24378  0.082
C  2.48660  -4.62270  -2.00590  -0.122

Results
**Electronic energy**: -2863.34622 hartree
**Charge**: +1

[2]
DFT (ωB97M-V with the def2-TZVPD basis set) results for C24H39N4NiO5SSi2Te as an isolated structure.

Last column: Löwdin charge in e.
Atoms and positions in Å:
H  3.59290  0.23863  -4.61029  0.108
H  -0.30664  2.19589  0.84338  0.087
H  0.10557  4.26536  -5.09577  0.032
O  -1.02480  0.87688  3.95102  -0.015
C  0.73338  1.58633  2.49551  -0.143
N  0.83122  -1.89348  -0.96802  -0.149
H  2.40504  3.42109  -1.13605  0.024
H  -4.02802  -1.80398  -5.48676  0.028
Si  0.47240  3.56662  -2.71907  0.424
C  5.11504  -1.47471  -6.07261  -0.058
H  -2.38888  -2.34439  -5.08732  0.028
H  -2.00311  -1.95702  1.98655  0.111
C  0.29922  5.32600  -2.05526  -0.194
H  0.07104  5.32566  -0.98787  0.024
C  0.88014  3.72063  -4.55271  -0.192
H  4.76228  -1.54756  -7.10377  0.081
C  3.66871  -3.30270  0.92747  -0.077
C  1.98752  2.77349  -1.91126  -0.185
C  1.87154  -2.13250  -0.12549  -0.387
C  3.64828  -3.12588  -4.86716  -0.043
Si  -2.47693  0.10524  -5.50936  0.377
H  -3.38838  2.43373  -5.47112  0.024
O  -1.85477  0.72056  0.19650  -0.253
N  2.00060  -1.12142  0.75290  0.067
Ni  0.12472  -0.09864  0.20077  0.596
H  -4.66971  1.24764  -5.72391  0.024
C  2.74052  -3.23864  -0.08684  -0.009
C  2.87253  -1.22697  1.75047  -0.129
H  1.74969  -0.30903  -3.05307  0.066
H  2.88810  -0.41311  2.46414  0.092
H  1.01597  2.75168  -5.03525  0.011
C  1.93055  -2.41741  -3.35297  -0.263
H  1.32194  2.40995  0.68475  0.069
H  4.18468  -3.92473  -5.36675  0.110
O  0.66322  -4.21752  -2.00925  -0.313
C  -3.75109  1.44906  -5.16824  -0.193
C  -0.85804  0.57407  -4.68763  -0.534
H  2.63771  -4.03046  -0.80897  0.092
S  0.56966  -2.79865  -2.25579  0.569
H  0.61872  2.51366  3.06046  0.111
H  4.33563  -4.15485  0.98525  0.103
H  -1.53214  -0.76585  -7.65633  0.023
H  -4.00285  1.48758  -4.10728  0.021
C  3.31738  -0.79633  -4.44346  -0.035
H  -3.17028  -0.15943  -7.89564  0.020
C  -1.91716  -0.86900  1.95918  -0.130
H  5.48275  -0.46047  -5.91924  0.071
C  -2.45888  -0.35870  0.60108  -0.671
H  1.81513  4.27693  -4.65982  0.028
Te  -1.18210  0.53212  -2.52974  1.417
N  0.60805  1.78989  1.03840  0.004
C  2.28503  -1.09458  -3.57044  -0.065
H  2.33041  -4.46201  -3.80343  0.110
H  2.77312  2.61819  -2.65334  0.025
C  -3.12090  -1.55235  -4.92996  -0.191
H  -2.52934  -0.44714  2.76222  0.112
H  -0.56847  1.58545  -4.97264  -0.027
H  -3.36225  -1.54293  -3.86687  0.024
C  -2.22567  0.03127  -7.38281  -0.194
H  4.42973  -2.33768  2.71342  0.092
C  -0.37859  0.61724  2.93147  -0.566
C  4.01126  -1.80480  -5.10597  -0.279
N  -0.55487  -0.38276  2.06983  -0.040
C  3.73544  -2.29530  1.88661  -0.087
H  -1.82113  0.97026  -7.76571  0.020
O  -3.33684  -0.94962  -0.00932  0.013
H  -0.50448  5.86174  -2.56303  0.026
H  1.72167  1.17625  2.70389  0.083
H  -0.05241  -0.11264  -4.94676  -0.001
H  5.95417  -2.16267  -5.96350  0.075
H  -1.51372  2.87292  -1.38209  -0.002
C  2.61387  -3.43595  -3.99595  -0.051
O  -0.62612  -2.31362  -2.90276  -0.392
H  -1.91167  3.07629  -3.07402  0.003
C  -1.15066  2.68102  -2.39568  -0.565
H  1.77057  1.79795  -1.47657  -0.015
H  1.22213  5.89257  -2.19907  0.024

Results
**Electronic energy**: -4286.84547 hartree
**⟨S²⟩**: 2.01
**Charge**: -1
**2S+1**: 3

[3]
DFT (ωB97M-V with the def2-TZVPD basis set) results for C24H39N7ORe as an isolated structure.

Last column: Löwdin charge in e.
Atoms and positions in Å:
C  -1.57376  3.69927  -1.64790  0.024
C  2.45980  -3.52502  -1.59025  0.024
C  -2.31312  1.43079  1.86535  -0.139
H  -3.00257  -3.37807  1.39385  0.125
H  -3.10760  -2.48378  -3.68592  0.119
H  3.23393  -2.39469  1.92092  0.115
H  -0.74960  -0.02607  -2.62852  0.068
H  5.44521  -1.36832  1.45262  0.120
H  -4.86199  -2.52730  -0.18472  0.118
H  4.35726  2.11316  1.47373  0.101
H  0.00822  2.24763  -1.86730  0.105
C  0.27503  -1.99355  -0.86783  -0.212
H  3.51496  -1.23285  3.22464  0.121
H  3.68994  1.97177  -2.13336  0.124
H  -4.70711  -1.20279  0.96446  0.110
H  1.96382  -1.23916  2.36974  0.070
C  -2.05772  -1.39673  -0.86590  -0.321
C  -2.15358  2.28514  0.63291  -0.259
C  -4.36118  -1.57862  0.00186  0.013
N  3.28344  1.35416  -0.18393  -0.089
H  -2.35104  2.90178  3.44558  0.157
C  -2.64640  4.08576  -0.84778  0.056
H  -2.17431  0.08581  -3.68513  0.120
Re  -0.12028  0.34623  0.70159  1.599
C  -3.48519  -2.04461  -2.76362  0.028
N  -2.89822  -1.74076  0.09804  -0.102
H  2.20261  2.63706  -1.46151  0.091
C  5.08569  -0.34256  1.37237  0.023
O  0.51228  1.36344  2.48473  -0.196
C  1.58738  -1.54777  -0.57943  -0.205
H  3.70005  -1.98051  -0.78585  0.132
H  2.27947  0.92376  -1.99702  0.091
H  0.94111  0.89007  3.21318  0.133
C  -0.32497  2.48384  3.01194  -0.113
H  3.86651  3.29878  0.25299  0.115
H  -1.08489  -1.30249  -3.81503  0.118
C  4.25495  2.29305  0.40850  0.018
H  1.01206  -4.94898  -2.31364  0.143
C  -0.82576  2.60432  -1.27958  -0.071
H  -0.94130  -3.59808  -1.67698  0.135
H  -3.36665  1.17608  2.00318  0.153
C  2.68697  -2.31678  -0.96133  0.023
H  -4.61535  -0.86275  -0.77354  0.101
N  1.61587  -0.30042  0.05364  -0.068
C  3.03825  -1.37545  2.25594  0.009
C  2.81829  1.73954  -1.52201  0.010
C  0.05836  -3.23327  -1.47826  0.025
H  -2.68003  -1.84497  2.20120  0.097
H  -3.78158  3.63627  0.93496  0.154
C  -2.94545  3.36123  0.30379  0.057
H  3.30080  -4.12991  -1.90414  0.143
C  -1.53286  -0.59092  -3.12160  0.020
H  5.42459  0.21300  2.24500  0.119
N  -2.35988  -1.31156  -2.14298  -0.080
N  3.60782  -0.40176  1.31612  -0.096
C  -2.45334  -2.43942  1.31546  0.006
N  -0.70769  -1.07952  -0.47556  -0.083
N  -1.10749  1.92057  -0.14843  -0.079
C  1.15264  -3.98933  -1.83388  0.018
H  0.12534  2.81339  3.94514  0.156
H  -1.39353  -2.67394  1.27291  0.086
H  -1.85893  1.31039  3.97222  0.144
H  5.48698  0.09562  0.46527  0.101
H  -3.24943  4.94294  -1.12220  0.151
H  5.22616  2.22353  -0.07868  0.119
C  2.89490  0.23955  0.40549  -0.330
H  -3.82860  -2.84214  -2.11494  0.100
H  -0.20761  3.27135  2.26937  0.136
C  -1.75340  2.03205  3.16006  -0.119
H  -1.32614  4.24129  -2.55070  0.144
H  -1.89701  0.38484  1.69113  0.053
H  -4.30516  -1.37256  -3.01041  0.119

Results
**Electronic energy**: -1473.22683 hartree
**⟨S²⟩**: 0.79
**Charge**: +4
**2S+1**: 2

Among the records above, which one has the lowest charge?
C24H39N4NiO5SSi2Te